{"formula": "C31H68F3N9O11", "method": "the ωB97M-V functional and the def2-TZVPD basis", "elements": ["H", "H", "C", "H", "H", "C", "C", "C", "H", "H", "H", "N", "C", "H", "C", "H", "H", "H", "C", "H", "H", "C", "H", "H", "H", "O", "O", "C", "C", "N", "N", "H", "C", "H", "C", "H", "H", "C", "N", "H", "H", "C", "C", "N", "F", "H", "H", "N", "H", "O", "C", "C", "H", "C", "O", "H", "H", "F", "N", "H", "H", "H", "H", "H", "C", "H", "F", "H", "H", "H", "H", "O", "C", "N", "C", "H", "C", "O", "H", "H", "H", "H", "H", "H", "H", "N", "H", "C", "H", "O", "C", "C", "H", "H", "H", "H", "C", "H", "H", "H", "H", "H", "H", "C", "O", "H", "H", "H", "H", "H", "H", "O", "H", "C", "O", "C", "C", "C", "O", "H", "H", "H"], "xyz": [[9.05447, 14.61608, 0.43665], [8.07598, 14.58481, -2.33030], [13.76914, 13.79771, -9.25794], [7.45575, 14.95298, -13.72264], [-3.65580, 15.23572, -16.86224], [8.51277, 16.52165, -3.27940], [9.01185, 6.88546, -13.74036], [12.33265, 22.61214, -12.17858], [4.18212, 16.49449, -10.63686], [-2.29727, 11.05848, -15.96666], [-3.36395, 12.57145, -16.74719], [-2.63074, 13.25739, -16.85668], [17.35251, 12.53402, -9.34809], [12.92409, 21.85932, -12.69969], [9.62589, 14.26496, -0.42258], [8.44376, 25.33082, -4.57112], [13.63859, 14.82392, -9.60138], [13.64091, 24.15459, -11.94957], [16.42855, 16.55616, -16.86214], [-3.35532, 14.55163, -18.43145], [14.76384, 17.75789, -16.77689], [6.66558, 23.20111, -7.49703], [8.97436, 6.70538, -20.75976], [-0.64760, 10.96295, -16.71049], [2.64094, 16.40225, -11.64213], [10.35388, 16.45722, -1.24598], [6.48595, 16.41367, -11.88764], [5.74743, 15.83763, -12.65073], [7.05040, 24.14288, -6.41323], [15.08755, 13.37334, -9.63567], [10.29689, 6.33717, -14.19275], [2.03977, 3.74998, -9.62761], [7.82230, 24.52829, -4.17384], [0.66042, 4.77017, -9.25163], [3.69694, 16.66861, -11.59726], [17.80323, 11.54482, -9.26784], [10.78345, 9.03043, -14.51690], [6.64770, 9.96494, -19.98467], [12.74850, 23.94821, -12.37515], [17.31842, 12.63968, -10.43242], [10.38241, 5.35039, -14.39039], [1.73305, 4.77991, -9.44522], [8.79399, 8.84452, -20.13846], [4.41253, 15.95357, -12.63705], [0.35743, 9.15123, -9.11930], [7.05985, 7.89806, -20.58086], [9.50861, 16.88823, -3.52842], [7.15913, 23.72206, -5.13863], [13.17642, 26.56949, -14.01577], [16.49055, 15.78941, -15.89285], [9.55374, 7.55900, -20.40799], [15.11710, 16.94968, -17.41728], [3.56534, 5.57326, -8.66763], [2.21861, 7.79020, -8.68824], [12.49302, 6.32214, -14.37849], [12.57721, 26.99799, -12.38768], [7.97592, 17.32457, -2.77421], [2.07195, 10.18324, -8.35370], [8.67185, 15.40025, -2.31988], [10.63484, 13.97624, -0.12804], [6.09010, 13.92591, -13.38560], [3.82411, 15.60917, -13.38219], [8.58391, 23.97509, -3.62428], [-2.05586, 15.19733, -17.56940], [11.48988, 6.99901, -14.23033], [6.45968, 22.17333, -7.19808], [0.85550, 8.76398, -7.03476], [12.49359, 9.04139, -14.21612], [19.06142, 15.66705, -17.82694], [7.39947, 23.19735, -8.30294], [13.02431, 13.16037, -9.73451], [9.43029, 9.87255, -20.12919], [-1.41575, 12.86520, -16.56374], [7.49898, 8.71540, -20.18184], [-1.29692, 11.48911, -16.01075], [8.46646, 6.05894, -13.28482], [9.57393, 15.48521, -1.38848], [11.10770, 24.82802, -13.53139], [5.74419, 9.88360, -20.58895], [14.42949, 16.14301, -17.16312], [9.03580, 7.64954, -12.96337], [10.34623, 7.69244, -21.14437], [15.06184, 17.28044, -18.45442], [19.14056, 16.43034, -16.28060], [13.60681, 13.79695, -8.18009], [17.51035, 16.92653, -17.59623], [1.87612, 5.32298, -10.37941], [1.36621, 9.01917, -8.28555], [19.54534, 17.44158, -17.65271], [3.19679, 7.99104, -9.39260], [18.90382, 16.62275, -17.32704], [11.56339, 8.55537, -13.92183], [8.46876, 7.37819, -14.54681], [6.27497, 9.96810, -18.96038], [5.97408, 15.05692, -14.68079], [15.42785, 13.62127, -10.55373], [2.54151, 5.38229, -8.34605], [7.11931, 24.89777, -3.42725], [7.97855, 16.23982, -4.18675], [12.38150, 22.35046, -11.12159], [7.15289, 10.92635, -20.07719], [17.99084, 13.34579, -8.99930], [10.09285, 7.24156, -19.51542], [6.36706, 14.94085, -13.67074], [1.90232, 6.61733, -7.95203], [13.94894, 25.93830, -12.56031], [17.31653, 17.55157, -18.36556], [6.83281, 22.81966, -4.82352], [11.39564, 8.85843, -12.88833], [11.31613, 22.46939, -12.54520], [2.58464, 4.67641, -7.51660], [7.34502, 25.28861, -6.83348], [3.76149, 17.73242, -11.82582], [15.89410, 12.60885, -8.86504], [15.55153, 12.11738, -7.83847], [12.18770, 24.92486, -12.95030], [-2.95953, 14.60711, -17.41736], [12.99007, 26.20155, -13.00682], [-0.40698, 13.61228, -16.55320], [-0.82527, 11.47397, -15.02819], [5.72855, 23.65302, -7.82237], [9.11709, 13.48198, -0.98488]], "total_energy_ha": -2842.042630, "molar_mass_g_mol": 799.9, "smiles": "CCOC(=O)C(F)(F)F.CNC(C)=O.CNC(C)=O.CNC(C)=O.CNC(C)=O.CNC(C)=O.CNC(C)=O.CNC(C)=O.CNC(C)=O.CNC(C)=O", "e_lumo_ev": 0.41, "e_above_lowest_ev": 5.2476, "homo_energy_ev": -9.18, "homo_lumo_gap_ev": 9.6, "fmax_ev_per_a": 6.0}



{"formula": "C4H4Cl10", "method": "the ωB97M-V functional and the def2-TZVPD basis", "elements": ["H", "Cl", "Cl", "Cl", "Cl", "C", "H", "C", "Cl", "Cl", "H", "Cl", "Cl", "Cl", "C", "C", "H", "Cl"], "xyz": [[2.38923, 0.56739, 0.98578], [-3.33961, -1.91765, 2.16483], [4.42112, -0.68719, 2.42424], [-0.60861, 1.95232, -1.64355], [-0.82689, -0.88730, 1.23315], [-2.13893, 2.43716, -2.44053], [1.54977, -0.72072, 0.08653], [3.07474, -1.40265, 1.51764], [3.65526, -0.10870, -0.80551], [-2.71584, -2.08614, -0.60645], [2.38659, -1.71578, 2.29861], [-1.97586, 3.80725, -3.57973], [-3.33039, 3.00766, -1.22601], [-2.69245, 1.02807, -3.30418], [2.49328, -0.41038, 0.52065], [-2.55548, -1.09776, 0.83105], [3.51362, -2.25746, 1.00968], [-3.29955, 0.49188, 0.53379]], "total_energy_ha": -4756.700794, "molar_mass_g_mol": 406.6, "smiles": "ClC(Cl)(Cl)Cl.ClC(Cl)(Cl)Cl.ClCCCl", "e_lumo_ev": -0.02, "e_above_lowest_ev": 0.0476, "homo_energy_ev": -10.77, "homo_lumo_gap_ev": 10.8, "fmax_ev_per_a": 0.8}



{"formula": "C10H9AuClF5O4S", "method": "the ωB97M-V functional and the def2-TZVPD basis", "elements": ["C", "O", "H", "F", "H", "C", "C", "H", "F", "F", "S", "H", "C", "C", "O", "H", "H", "C", "C", "F", "Au", "C", "C", "Cl", "H", "O", "F", "H", "H", "O", "C"], "xyz": [[-2.55422, -1.10635, 1.06772], [3.68958, -0.49635, 3.48572], [1.67998, -0.68705, -3.78548], [-5.41712, 1.09325, 0.79672], [1.62138, -1.61015, -0.11848], [1.57118, -1.68735, -1.20118], [-3.87652, -0.68525, 0.93632], [2.55848, 0.79025, -1.82828], [-3.42512, 2.89605, 0.97862], [-4.85012, -1.57965, 0.84522], [-0.54662, 2.41685, 1.14602], [-0.19442, -0.46395, -1.39108], [-1.52912, -0.17625, 1.16052], [-3.12782, 1.60395, 1.00572], [4.00288, 1.81555, 3.53142], [1.00288, 1.66035, -1.88348], [1.07258, -2.61695, -1.46208], [0.69838, -0.67045, -3.31858], [-1.77792, 1.20555, 1.10552], [-0.28582, -0.63055, 1.31992], [1.63958, 1.19585, 0.58932], [-4.15892, 0.68105, 0.91152], [1.53188, 0.80155, -1.48008], [3.42828, 0.72735, 2.87172], [0.19798, -1.61345, -3.52778], [3.82818, 0.69595, 1.48002], [-2.27182, -2.40475, 1.09142], [2.58828, -1.72535, -1.58138], [0.11028, 0.13265, -3.75698], [1.96608, 0.93045, 2.80212], [0.82768, -0.49295, -1.79058]], "total_energy_ha": -2180.405581, "spin_multiplicity": 3, "s2": 2.03, "molar_mass_g_mol": 552.7, "e_lumo_ev": [-0.41, -4.05], "e_above_lowest_ev": 0.0000, "homo_energy_ev": [-8.59, -9.98], "homo_lumo_gap_ev": [8.2, 5.9], "fmax_ev_per_a": 1.6}



{"formula": "C26H27NO4P2RhS2", "method": "the ωB97M-V functional and the def2-TZVPD basis", "elements": ["C", "H", "C", "C", "C", "H", "H", "C", "H", "C", "C", "C", "H", "H", "C", "H", "O", "H", "P", "C", "C", "C", "C", "N", "H", "H", "H", "H", "H", "C", "C", "C", "H", "H", "C", "S", "P", "C", "C", "C", "O", "H", "H", "H", "O", "O", "C", "H", "C", "H", "H", "Rh", "H", "C", "S", "H", "C", "H", "C", "H", "H", "C", "H"], "xyz": [[-1.38547, 1.14285, 1.21596], [0.16563, -2.55855, 4.32436], [-1.91937, -1.67315, -2.57054], [-1.32957, 0.47375, -1.65254], [0.12733, -1.75185, 3.60086], [-1.90797, -2.75255, -2.51914], [-3.03497, -1.62445, -4.39914], [-1.80167, 3.83135, -0.32444], [-0.97727, 6.88915, -1.52984], [-0.74467, 1.65115, 2.34566], [2.59343, -2.54135, -2.03984], [0.36003, 3.79885, -1.35394], [5.17983, -4.52485, -1.15374], [0.88703, -1.00725, 3.82876], [-2.55087, -1.03985, -3.63104], [-1.31257, -4.01815, 2.03276], [0.77453, -1.21065, 0.99806], [0.24823, 2.06955, 2.23126], [-0.45447, 1.35055, -0.32794], [3.78513, -1.57095, -0.31204], [3.43293, -3.64535, -2.05214], [-1.29677, -0.92165, -1.59294], [-2.62857, 1.03225, 3.68776], [2.75443, -1.55215, -1.17524], [1.76503, -2.45775, -2.73054], [-3.12357, 0.99155, 4.64536], [5.54593, -2.58995, 0.37526], [2.04273, -3.86855, 0.94646], [-1.96787, 2.18645, -2.78784], [-1.90147, 5.18155, -0.62284], [-3.25207, 0.49645, 2.57176], [-1.09037, -3.19365, 1.36446], [-1.91217, -2.48225, 1.38716], [-0.77267, -1.39325, -0.77284], [-1.36787, 1.60265, 3.57766], [1.91803, 2.94825, -1.60734], [0.43083, -2.34745, 1.90736], [4.70693, -2.61955, -0.30104], [-2.55767, 0.34435, -3.70774], [1.74533, -3.61875, 1.96416], [2.31743, 2.58485, -0.22174], [2.60943, -3.21935, 2.49336], [-2.78727, 5.72565, -0.32954], [-3.03757, 0.82985, -4.54364], [1.60883, 1.67215, -2.31884], [2.80063, 3.82405, -2.30084], [0.25823, 5.13955, -1.66314], [3.24163, -4.46375, -2.72924], [-2.63457, 0.54555, 1.33216], [1.39913, -4.51995, 2.46346], [-2.60597, 3.32855, 0.19596], [1.76123, 0.36845, -0.46934], [-0.87787, 2.00785, 4.44966], [-0.88167, 5.83925, -1.29434], [3.84563, -0.18505, 0.73736], [1.08493, 5.61095, -2.17034], [-1.95117, 1.10775, -2.72414], [-4.22777, 0.04325, 2.66196], [-0.65547, 3.12325, -0.69214], [-0.96757, -3.57205, 0.35276], [-0.85217, -1.27775, 3.63686], [4.50683, -3.67905, -1.16774], [-3.12797, 0.13945, 0.46106]], "total_energy_ha": -2952.142780, "molar_mass_g_mol": 646.5, "e_lumo_ev": [-4.32, -4.74], "e_above_lowest_ev": 3.2493, "homo_energy_ev": [-11.09, -11.00], "homo_lumo_gap_ev": [6.8, 6.3], "fmax_ev_per_a": 1.4, "total_charge": 1}